A cluster of 12 separate species, C45H99N12O12 in total, computed with the ωB97M-V functional and the def2-TZVPD basis.

Each line ends with the Mulliken spin population.
Element x y z (Å)
1 C 0.9873 -2.8620 1.5603  -0.005
2 C 1.6642 -1.7134 0.7905  0.008
3 C 1.0094 -1.6535 -0.5893  0.029
4 C 1.5129 -0.4753 -1.3961  -0.026
5 C 1.2172 0.7932 -0.6196  0.023
6 C 1.8266 0.8009 0.7980  0.060
7 N 1.4833 -0.4544 1.5016  0.385
8 O 1.8106 -0.4909 2.6919  0.510
9 C 3.3386 1.0775 0.7738  0.004
10 C 1.0937 1.9799 1.4370  -0.021
11 C 3.1070 -2.2216 0.6226  0.052
12 H 0.9990 -3.7644 0.9530  -0.005
13 H 0.0096 -2.5770 1.9565  -0.011
14 H 1.5553 -3.1515 2.4513  0.002
15 H 1.2206 -2.6266 -1.0308  0.004
16 H -0.0841 -1.6209 -0.4935  -0.016
17 H 1.1401 -0.4222 -2.4198  -0.001
18 H 2.6024 -0.5669 -1.5098  -0.001
19 H 0.1325 0.9536 -0.6181  -0.002
20 H 1.5305 1.7235 -1.0949  0.000
21 H 3.6446 2.0110 1.2480  -0.004
22 H 3.8473 0.3065 1.3491  0.015
23 H 3.6836 1.2017 -0.2508  -0.002
24 H 1.2351 1.9207 2.5233  -0.007
25 H 1.5360 2.9501 1.2110  -0.002
26 H 0.0130 1.9513 1.3147  0.015
27 H 3.7106 -1.5160 0.0430  -0.010
28 H 3.1388 -3.2419 0.2463  0.003
29 H 3.6883 -2.2597 1.5521  -0.008
30 C -1.6602 -3.8980 -2.4779  0.008
31 C -1.6574 -5.2379 -1.6972  -0.024
32 C -0.1096 -5.4191 -1.5090  0.063
33 C 0.3627 -6.4969 -0.4782  -0.030
34 C -0.4481 -6.3267 0.8281  0.059
35 C -1.9600 -6.2391 0.6501  -0.029
36 N -2.2249 -5.2039 -0.3647  0.367
37 O -3.3205 -4.6374 -0.2824  0.538
38 C -2.5080 -7.6081 0.2552  0.028
39 C -2.4667 -5.7944 2.0187  -0.003
40 C -2.2278 -6.3364 -2.6009  0.035
41 H -1.1137 -3.9132 -3.4115  0.001
42 H -1.3275 -3.1177 -1.7909  0.007
43 H -2.7377 -3.7209 -2.5851  0.002
44 H 0.2298 -5.7979 -2.4760  0.003
45 H 0.3157 -4.4771 -1.1667  -0.033
46 H 1.4378 -6.3580 -0.4001  0.000
47 H 0.1035 -7.4184 -1.0086  -0.001
48 H 0.0367 -5.4790 1.3167  -0.016
49 H -0.1407 -7.2322 1.3618  0.001
50 H -2.6347 -8.2467 1.1320  0.002
51 H -3.5449 -7.4452 -0.0638  -0.001
52 H -2.0057 -8.1885 -0.5119  0.000
53 H -1.9316 -4.9102 2.3714  0.007
54 H -3.4891 -5.4081 2.0463  0.000
55 H -2.4261 -6.6100 2.7357  0.000
56 H -1.7107 -7.2930 -2.4836  -0.002
57 H -2.1887 -6.0243 -3.6415  0.003
58 H -3.2521 -6.6115 -2.3417  -0.002
59 C -0.0327 5.3385 -3.2308  0.003
60 C -1.5040 5.3536 -2.8142  -0.025
61 C -2.0676 3.9932 -3.2749  0.034
62 C -3.4991 3.8308 -2.8202  -0.015
63 C -3.4619 3.8667 -1.3039  0.018
64 C -2.8534 5.1271 -0.6291  0.041
65 N -1.6096 5.4968 -1.3461  0.352
66 O -1.0706 6.4797 -0.7691  0.561
67 C -3.9549 6.1865 -0.8071  0.023
68 C -2.6481 4.7041 0.8250  -0.052
69 C -2.2051 6.4647 -3.5973  0.024
70 H 0.3365 6.3047 -2.8767  0.001
71 H 0.1999 5.3525 -4.2950  -0.001
72 H 0.3978 4.4493 -2.7782  -0.005
73 H -1.9887 3.8192 -4.3528  0.001
74 H -1.4724 3.1583 -2.8919  0.005
75 H -3.8722 2.8492 -3.1217  -0.002
76 H -4.1562 4.5668 -3.2852  -0.001
77 H -2.9458 2.9796 -0.9140  0.005
78 H -4.4868 3.7086 -0.9486  0.000
79 H -4.5961 6.0547 -1.6782  -0.001
80 H -4.5603 6.2932 0.0927  0.002
81 H -3.5295 7.1787 -0.9925  -0.005
82 H -1.8350 3.9753 0.8232  0.023
83 H -2.1733 5.5311 1.3572  0.005
84 H -3.5682 4.4367 1.3295  -0.001
85 H -2.3666 6.3796 -4.6687  0.003
86 H -1.6520 7.4024 -3.4559  0.002
87 H -3.1609 6.7067 -3.1316  -0.002
88 O 6.5834 0.1227 0.3073  0.000
89 C 6.6052 -0.4393 -0.7702  0.000
90 N 5.7962 -0.0329 -1.8005  0.000
91 C 7.5109 -1.6094 -1.0831  0.000
92 H 5.7906 -0.6569 -2.5850  0.000
93 H 5.3043 0.8379 -1.7417  0.000
94 H 8.4119 -1.5287 -0.4698  0.000
95 H 7.9371 -1.5541 -2.0839  0.000
96 H 7.0456 -2.5343 -0.7471  0.000
97 O -1.3985 -2.1624 -7.5124  0.000
98 C -0.2290 -2.4530 -7.3708  0.000
99 N 0.4985 -3.0104 -8.3729  0.000
100 C 0.5011 -2.1990 -6.0972  0.000
101 H -0.0244 -3.1677 -9.2212  0.000
102 H 1.2814 -3.6179 -8.2179  0.000
103 H -0.0952 -2.0892 -5.1980  0.000
104 H 0.9179 -1.1857 -6.2142  0.000
105 H 1.3779 -2.7821 -5.8098  0.000
106 O -4.2565 1.7750 -6.2302  0.000
107 C -3.3634 0.9077 -6.2443  0.000
108 N -3.0723 0.2154 -7.3844  0.000
109 C -2.6979 0.5663 -4.9310  0.000
110 H -2.3108 -0.4425 -7.4853  0.000
111 H -3.5668 0.5955 -8.1744  0.000
112 H -2.2962 1.4798 -4.4847  0.000
113 H -1.8242 -0.0886 -4.9652  0.000
114 H -3.4372 0.2149 -4.2133  0.000
115 O 4.9629 -4.0833 5.0860  0.000
116 C 4.6690 -3.0755 4.4703  0.001
117 N 3.4948 -2.4517 4.7390  0.005
118 C 5.7328 -2.3169 3.7202  0.002
119 H 2.9886 -2.8912 5.4873  0.000
120 H 3.2502 -1.5322 4.4166  0.000
121 H 6.2781 -2.9429 3.0167  0.000
122 H 6.4864 -2.0693 4.4691  0.000
123 H 5.3584 -1.4133 3.2411  0.002
124 O -2.2157 -4.0983 5.1640  0.000
125 C -1.4143 -3.3034 5.6379  0.000
126 N -1.4151 -3.0410 6.9818  0.000
127 C -0.4798 -2.5283 4.7462  0.003
128 H -0.7661 -2.3695 7.3412  0.000
129 H -2.1078 -3.5201 7.5278  0.000
130 H -1.0283 -2.0638 3.9349  0.002
131 H 0.2461 -3.2564 4.3714  -0.001
132 H 0.1812 -1.8026 5.2198  -0.001
133 O -1.2969 2.1651 3.8583  0.000
134 C -0.6534 1.5464 4.6813  -0.004
135 N -1.2091 0.4897 5.3341  0.001
136 C 0.7394 1.9201 5.1100  0.007
137 H -0.6538 0.1100 6.0752  0.000
138 H -2.1638 0.2540 5.1370  0.000
139 H 0.6871 2.3618 6.1090  0.000
140 H 1.2048 2.6890 4.5015  -0.002
141 H 1.4203 1.0684 5.0690  -0.004
142 O 3.9240 4.8611 -0.4982  0.000
143 C 3.5329 5.9689 -0.1028  -0.001
144 N 3.8555 6.3448 1.1690  0.000
145 C 2.4325 6.6658 -0.8791  0.010
146 H 3.6113 7.2155 1.5987  0.000
147 H 4.4419 5.6790 1.6407  0.000
148 H 2.7910 7.3393 -1.6484  0.000
149 H 1.8518 7.1950 -0.1140  0.001
150 H 1.7160 5.9207 -1.2023  -0.005
151 O -0.9580 6.5849 5.3163  0.000
152 C -0.8579 5.7589 4.4383  0.000
153 N -1.9806 5.1600 3.8962  0.000
154 C 0.4676 5.4256 3.7822  0.001
155 H -1.7541 4.2495 3.5216  0.000
156 H -2.7230 5.3612 4.5550  0.000
157 H 0.3531 4.6040 3.0702  0.000
158 H 1.0980 5.0113 4.5701  0.000
159 H 0.8750 6.2941 3.2772  0.000
160 O -2.5912 -0.8375 -0.0111  0.001
161 C -3.0754 -0.9816 1.1040  0.002
162 N -3.3505 -2.2242 1.6118  0.003
163 C -3.4444 0.2244 1.9319  -0.003
164 H -3.3741 -2.2860 2.6122  0.000
165 H -3.0667 -2.9184 0.9270  0.017
166 H -4.3449 0.6992 1.5195  0.000
167 H -2.7304 1.0198 1.7211  0.002
168 H -3.7020 0.0685 2.9775  0.000

ΔE to the lowest compared entry with this formula, charge and spin = 0.0 kcal per mole
DFT total energy = -90720.5229 eV
2S+1 = 4
LUMO (alpha / beta) = 0.07 / 0.07 eV
Highest occupied orbital energy (alpha / beta) = -0.2964 / -0.3400 Ha
Frontier orbital gap (alpha / beta) = 0.2991 / 0.3427 hartree